No. 1
# C34H24IN6OPPdSe

C34H24IN6OPPdSe as an isolated structure (the ωB97M-V functional and the def2-TZVPD basis, OMol25).

Structure (XYZ):
```
69
Properties=species:S:1:pos:R:3:nbo_charge:R:1
I -2.67710 -5.68595 3.51341 0.261
Pd -1.19075 -0.52666 0.13574 0.664
Se -0.27981 3.49332 6.57633 1.065
P 0.41804 0.05148 -1.54055 1.144
O -3.21176 -0.78661 -2.12085 -0.361
N -0.91033 -4.05732 0.06439 -0.321
N 0.69996 2.28639 5.73087 -0.590
N -1.61414 3.38913 5.42086 -0.587
N 0.11676 -0.25402 1.67672 -0.460
N -1.05607 -2.89974 0.73279 -0.378
N -2.40445 0.73764 1.46681 -0.515
C 2.10101 -0.45198 -1.13179 -0.439
C 1.52121 2.46572 -2.35998 -0.191
C 3.84966 -2.10867 -1.13561 -0.213
C 4.18582 -0.00986 -0.00733 -0.202
C -1.83659 -4.62583 1.95991 -0.305
C -0.65047 3.97954 -1.50090 -0.218
C -0.48129 -1.96629 -3.21199 -0.152
C -3.43196 2.59505 3.25076 -0.085
C 0.42044 4.59161 -2.13521 -0.158
C 1.68752 0.20472 3.90635 -0.092
C 0.01406 1.89817 4.68642 0.079
C -1.62844 -3.24191 1.88410 -0.050
C 0.48981 0.90561 3.73495 0.003
C -1.27178 2.50943 4.51462 0.106
C -0.75076 -2.56169 -4.43213 -0.221
C 0.44337 1.84323 -1.72393 -0.451
C -0.07130 -0.54481 -5.55265 -0.186
C 2.91075 0.39347 -0.37053 -0.193
C -0.63856 2.60869 -1.29214 -0.124
C -2.47137 -0.62007 -1.29699 0.620
C -0.54014 -1.84890 -5.60585 -0.147
C 0.20595 0.05206 -4.33069 -0.171
C 1.50482 3.83537 -2.56289 -0.183
C -3.64670 1.18757 1.33821 0.068
C 1.23227 -0.94906 1.87055 0.101
C -4.19610 2.12643 2.20626 -0.222
C -2.12934 2.11612 3.40713 -0.078
C 4.65371 -1.26265 -0.38276 -0.166
C -0.30129 0.62394 2.62459 0.142
C 2.04064 -0.75343 2.98387 -0.235
C 2.57846 -1.70541 -1.51506 -0.137
C -1.35519 -5.11573 0.76924 -0.032
C 0.00978 -0.66284 -3.15098 -0.447
C -1.64095 1.19271 2.48336 0.233
H 4.22115 -3.07578 -1.44658 0.239
H 5.65116 -1.57394 -0.10243 0.241
H 0.56229 1.07255 -4.30508 0.234
H 1.97668 -2.35735 -2.13538 0.218
H 2.55315 1.37112 -0.07058 0.233
H -1.28792 -6.12191 0.39083 0.253
H -0.68703 -2.50300 -2.29393 0.181
H -5.21273 2.46060 2.05709 0.257
H -1.47216 2.13621 -0.78623 0.198
H -0.75503 -2.30762 -6.56139 0.240
H -4.23087 0.79124 0.51792 0.215
H 0.07689 0.01552 -6.46569 0.241
H 2.93895 -1.34319 3.09380 0.256
H -1.87002 -2.49245 2.62166 0.222
H 4.81695 0.65731 0.56482 0.238
H 1.48338 -1.67946 1.11478 0.238
H 2.37036 1.88382 -2.69670 0.233
H -1.49373 4.56948 -1.16796 0.233
H 2.33960 4.31389 -3.05680 0.240
H 0.41330 5.66117 -2.29641 0.240
H -0.43241 -4.07928 -0.81908 0.416
H -3.81981 3.31307 3.96127 0.263
H 2.29745 0.41142 4.77605 0.263
H -1.13703 -3.57142 -4.47139 0.234
```

Multiplicity: 1
LUMO (eV): -6.6
Calculated total energy (eV): -132838.77807
Strongest force on any atom (eV/A): 1.0
Net charge: +2
E_HOMO (hartree): -0.49145
Kohn-Sham gap (eV): 6.768
Molecular weight (g/mol): 875.87
Energy above the lowest of the compared OMol25 structures with the same formula, charge and spin (kJ/mol): 0.00

***

No. 2
# C34H24N8O7

A 2-piece molecular cluster, C34H24N8O7 overall (the ωB97M-V functional and the def2-TZVPD basis, OMol25).

Structure (XYZ):
```
73
Properties=species:S:1:pos:R:3:mulliken_charge:R:1
O 5.53285 -0.52317 5.63946 -0.694
O -0.27332 0.66595 2.96945 -0.590
O 6.31991 -1.07996 3.58269 -0.209
O 5.32261 -0.80454 -0.53385 -0.560
O -0.17750 -1.47082 1.30759 -0.460
O 4.03947 0.91662 -0.96595 -0.484
O 1.17100 1.21294 4.66343 -0.263
N 4.45586 0.02075 -0.18083 1.002
N 2.51142 1.02835 4.97431 -0.582
N -0.54391 1.50867 -0.62258 1.111
N 5.33197 -0.50520 4.44165 0.845
N -1.70383 2.04173 -1.11720 -1.491
N 5.98721 -0.97391 2.27871 -0.434
N 0.88226 0.70586 3.35874 0.810
N -2.13594 0.15407 0.00718 0.491
C -0.43957 -2.89473 1.21955 -1.049
C -6.43986 1.17064 -1.03574 -0.712
C 3.30161 -2.38073 -0.99445 -0.859
C 4.78169 -0.31761 2.28313 0.978
C 3.88774 -0.06894 1.18234 -0.903
C 1.59837 2.44096 0.10283 -0.072
C -4.03765 1.46266 -1.08070 0.590
C -3.13464 -1.71177 -1.18125 0.308
C 2.84789 2.94967 -0.26607 -0.105
C 1.85883 3.65441 -2.36047 -0.555
C 0.69211 2.93501 -2.08194 -0.720
C -5.43417 2.60948 -2.71756 -0.687
C 1.15006 -1.31763 -0.73404 1.711
C 1.17430 -0.92948 -2.09045 -0.165
C -6.56998 2.00621 -2.15718 -0.394
C -2.65586 1.23600 -0.72294 0.526
C 0.17424 -0.74120 0.22300 -0.169
C -5.18955 0.91342 -0.47542 -0.174
C 2.10724 0.29734 2.80579 -0.272
C -2.83411 -1.09360 0.02421 -0.516
C -4.07441 -2.74361 1.24575 -0.821
C 2.25497 -1.31219 -2.89223 -0.985
C 4.37407 0.00027 3.58824 -0.198
C 3.04509 0.44448 3.86576 0.419
C -3.94075 -2.85512 -1.18030 -1.071
C 2.96494 3.57174 -1.51509 -0.744
C 2.50739 0.07684 1.46963 1.124
C -3.29960 -1.57880 1.24165 0.249
C -4.38937 -3.37425 0.04012 -0.527
C -4.18625 2.34864 -2.16564 -0.514
C 2.15590 -2.17284 -0.24269 -0.478
C -0.75084 0.29277 -0.08150 -0.487
C 3.32115 -2.02545 -2.34984 -0.405
C 0.62295 2.26414 -0.87409 0.308
H 3.68104 2.94761 0.43888 0.438
H 1.35263 2.13116 1.12673 0.569
H 2.05724 -2.60715 0.75208 0.042
H -5.49961 3.27133 -3.58282 0.376
H -0.14984 2.87464 -2.76697 0.442
H -3.27826 2.78638 -2.57554 0.444
H -7.55096 2.19567 -2.59624 0.378
H -1.11744 -3.10978 2.04975 0.302
H 4.14187 -2.89935 -0.54058 0.459
H -4.43277 -3.13472 2.20161 0.438
H 2.27516 -1.01956 -3.94119 0.392
H 1.90786 4.25414 -3.26404 0.377
H -2.78288 -1.25054 -2.10731 0.491
H 3.92420 3.98540 -1.82016 0.408
H -7.33119 0.72164 -0.59674 0.387
H 1.83603 0.32566 0.64620 -0.330
H 0.49113 -3.44448 1.37641 0.504
H -3.06228 -1.02318 2.15567 0.398
H -4.99571 -4.28243 0.03780 0.411
H -0.88384 -3.15981 0.24914 0.294
H 0.35471 -0.32154 -2.47753 0.450
H -5.08623 0.30448 0.41964 0.451
H 4.19607 -2.29609 -2.94444 0.349
H -4.21090 -3.30355 -2.13556 0.414
```

Multiplicity: 1
LUMO (eV): -1.7
Calculated total energy (eV): -61884.71706
Strongest force on any atom (eV/A): 4.0
E_HOMO (hartree): -0.23531
Kohn-Sham gap (eV): 4.704
Molecular weight (g/mol): 656.62
Energy above the lowest of the compared OMol25 structures with the same formula, charge and spin (kJ/mol): 57.07

***

No. 3
# C34H25Cl4N4PPtSSi

C34H25Cl4N4PPtSSi as an isolated structure (the ωB97M-V functional and the def2-TZVPD basis, OMol25).

Structure (XYZ):
```
71
Properties=species:S:1:pos:R:3:mulliken_charge:R:1
Pt 0.09765 0.52465 0.02016 2.085
Cl 0.96402 1.01649 3.19960 -0.032
Cl -2.95746 1.76481 1.70218 -0.266
Cl -2.68279 2.02088 -1.58049 -0.257
Cl -0.65424 3.68968 0.41450 -0.216
S -1.72082 -2.11749 1.47015 -0.181
P 2.64112 0.12375 0.50992 0.557
Si -1.60185 1.89360 0.16210 0.322
N 1.52290 1.94511 -5.73537 -0.550
N -0.68509 -1.29358 0.56949 -0.501
N -2.64557 0.19029 -5.38248 -0.564
N 0.29804 -0.28146 -2.18404 -0.737
C 5.92319 -1.76286 -2.06588 -0.458
C -1.38780 -1.64506 3.16752 0.767
C 2.26352 3.52914 -1.65398 -0.788
C 0.70594 1.31857 -5.21023 0.159
C -5.72372 -1.56307 1.67610 -0.594
C -4.42387 -1.88214 2.03041 -0.491
C 4.37900 -0.22100 4.80249 -0.641
C -3.64962 -1.01233 -0.08948 -0.758
C 3.95963 -0.57854 -0.50148 -0.200
C 4.60942 -0.44790 2.42666 -0.725
C 3.90261 -1.94221 -0.78106 -0.308
C 2.88612 4.23320 0.56069 -0.675
C -4.95465 -0.69716 -0.43314 -0.587
C 5.97353 -0.40177 -1.80503 -0.779
C 0.13091 -1.92662 4.99918 -0.630
C 3.09631 0.26869 4.62441 -0.779
C -1.56913 0.37778 -5.00862 0.157
C 2.57574 0.39104 3.34393 0.625
C -2.14078 -0.74647 3.90573 -0.023
C 5.13720 -0.58013 3.69872 -0.880
C 4.99593 0.19060 -1.02206 0.237
C 2.29233 2.20537 -1.23351 0.128
C -3.39585 -1.57733 1.14801 0.667
C -0.25509 -2.24110 3.70886 -0.602
C -5.98822 -0.96690 0.44904 -0.567
C 2.55587 4.53946 -0.75608 -0.614
C -0.62052 -1.03080 5.74609 -0.484
C 4.88921 -2.53437 -1.55319 -0.724
C -1.75193 -0.44483 5.20210 -0.935
C 3.31404 0.03755 2.21130 0.323
C 0.04547 0.10860 -3.25156 0.324
C 2.93139 2.91860 0.98581 -0.790
C 2.63488 1.88934 0.09160 0.140
C -0.26588 0.58046 -4.51581 0.064
H -3.01795 -0.28485 3.47787 0.398
H 2.11418 1.41647 -1.95259 0.508
H 2.01819 3.75352 -2.68407 0.475
H 3.20054 2.69147 2.00945 0.417
H 3.07731 -2.53531 -0.40472 0.356
H -5.15288 -0.23727 -1.39196 0.445
H 4.84018 -3.59302 -1.77070 0.413
H 4.78283 -0.31476 5.80196 0.402
H -2.33139 0.25980 5.78339 0.413
H 2.52876 5.57218 -1.07831 0.372
H 0.32397 -2.93959 3.11660 0.412
H 6.68443 -2.22182 -2.68282 0.394
H -0.41471 -1.89457 -0.20419 0.245
H 6.77161 0.20147 -2.21695 0.420
H -2.83462 -0.80919 -0.77411 0.793
H 5.21184 -0.72896 1.57427 0.374
H -4.21739 -2.35326 2.98270 0.534
H 5.03092 1.25432 -0.82148 0.396
H -0.32035 -0.78811 6.75746 0.420
H 1.01551 -2.38457 5.42145 0.440
H 6.14214 -0.95967 3.82524 0.433
H -6.53292 -1.78324 2.35947 0.402
H -7.00618 -0.72056 0.17863 0.395
H 3.11559 5.02818 1.25836 0.397
H 2.48799 0.56462 5.46705 0.530
```

Multiplicity: 1
LUMO (eV): -1.1
Calculated total energy (eV): -122964.33688
Strongest force on any atom (eV/A): 1.2
E_HOMO (hartree): -0.26392
Kohn-Sham gap (eV): 6.039
Molecular weight (g/mol): 917.62
Energy above the lowest of the compared OMol25 structures with the same formula, charge and spin (kJ/mol): 287.98